# 1
ORCA calculation (the ωB97M-V functional and the def2-TZVPD basis) on C5H6O in the gas phase.

SMILES: Cc1ccoc1
energy above the lowest of the compared OMol25 structures with the same formula, charge and spin: 17.6 kcal/mol
HOMO energy: -8.55 eV
2S+1: 1

Positions of all 12 atoms, in Å:
C 1.038 1.063 0.957
C 0.253 0.224 -0.031
C -0.984 0.396 -0.752
C -1.437 -0.858 -1.010
O -0.561 -1.797 -0.580
C 0.464 -1.117 -0.029
H 2.001 1.458 0.612
H 1.182 0.340 1.756
H 0.483 1.885 1.400
H -1.467 1.311 -1.068
H -2.344 -1.243 -1.448
H 1.371 -1.663 0.194



# 2
ORCA calculation (the ωB97M-V functional and the def2-TZVPD basis) on a 3-piece molecular cluster, C5H17NO2 overall at a distorted geometry.

SMILES: CC(C)N(C)C.O.O
energy above the lowest of the compared OMol25 structures with the same formula, charge and spin: 43.7 kcal/mol
HOMO energy: -8.08 eV
2S+1: 1

Positions of all 25 atoms, in Å:
C 0.450 -1.381 1.677
C 1.707 -0.950 0.806
C 2.491 -2.269 0.421
N 1.388 -0.115 -0.341
C 0.907 1.162 0.166
C 0.432 -0.657 -1.293
H 0.574 -2.414 1.974
H -0.421 -1.233 1.042
H 0.281 -0.782 2.568
H 2.423 -0.384 1.412
H 2.374 -2.419 -0.660
H 3.526 -2.108 0.674
H 2.025 -3.160 0.828
H 1.736 1.766 0.620
H 0.367 1.697 -0.609
H 0.449 1.184 1.174
H 0.791 -1.647 -1.619
H 0.390 -0.091 -2.219
H -0.581 -0.878 -0.956
O -3.282 1.565 -1.909
H -4.073 1.170 -2.322
H -3.088 2.397 -2.306
O -2.500 2.029 0.721
H -3.230 2.138 1.370
H -2.826 1.259 0.261



| no. | LUMO level (eV) | energy (eV) | gap between HOMO and LUMO (Ha) |
| --- | --- | --- | --- |
| 1 | 1.097 | -7328.519 | 0.35454 |
| 2 | 0.582 | -11044.360 | 0.31815 |